{
  "formula": "C9H16Cl3N3O3PdS",
  "method": "wB97M-V/def2-TZVPD",
  "symbols": ["Pd", "C", "H", "H", "H", "Cl", "C", "Cl", "Cl", "C", "O", "O", "C", "N", "C", "C", "N", "C", "S", "H", "H", "H", "H", "H", "H", "H", "H", "C", "C", "N", "O", "H", "H", "H", "H", "H"],
  "xyz": [[0.43, -0.45, 1.04], [0.61, -0.68, 3.23], [1.31, -1.50, 3.40], [-0.36, -0.89, 3.66], [1.00, 0.26, 3.60], [4.15, 0.36, -1.25], [3.18, -0.62, -0.15], [3.02, 0.25, 1.39], [3.94, -2.18, 0.11], [1.70, -0.75, -0.65], [1.24, 0.27, -1.20], [1.18, -1.87, -0.50], [-1.39, -3.40, -0.95], [-1.65, -2.04, -1.30], [-1.60, -1.58, -2.68], [-1.67, -0.04, -2.54], [-1.91, 0.14, -1.12], [-1.75, -1.02, -0.45], [-1.96, -1.19, 1.22], [-0.66, -3.82, -1.64], [-2.31, -3.99, -0.96], [-0.97, -3.42, 0.06], [-2.44, -1.99, -3.24], [-0.67, -1.90, -3.15], [-2.48, 0.39, -3.12], [-0.73, 0.43, -2.84], [-1.70, 1.01, -0.65], [-0.37, 3.93, 1.88], [0.12, 2.82, 0.99], [1.30, 3.00, 0.39], [-0.55, 1.81, 0.80], [-0.09, 4.90, 1.49], [0.06, 3.81, 2.88], [-1.45, 3.86, 1.97], [1.87, 3.81, 0.53], [1.62, 2.27, -0.25]],
  "energy_ha": -2649.1501,
  "gap_ev": 7.021,
  "e_above_lowest_kcal_mol": 37.3,
  "homo_ev": -7.734
}